(1)
Below is a molecular structure, C34H55AlO5PSeTe4 in a non-equilibrium geometry, with properties calculated with ωB97M-V with the def2-TZVPD basis set.

Structure (XYZ):
```
101
Properties=species:S:1:pos:R:3
Al -0.87819 0.85377 1.61856
C -0.51085 -2.12810 -5.78142
C 0.56515 -2.27065 -4.69419
C 1.90221 -1.73679 -5.23045
C 0.75494 -3.75864 -4.38615
C 0.13720 -1.48138 -3.46180
C -0.23074 -2.07816 -2.26729
C -0.61587 -1.30051 -1.18743
Se -1.09581 -2.17815 0.46112
C 0.70148 -2.25141 1.15096
C 1.51214 -3.28276 0.70913
C 2.82109 -3.37284 1.14874
C 3.19877 -2.49047 2.15364
C 2.39974 -1.47154 2.66344
C 1.14304 -1.26168 2.04712
O 0.36573 -0.19722 2.24967
C 2.96699 -0.72020 3.87716
C 4.25211 0.02032 3.47824
C 3.27799 -1.75122 4.97641
C 2.00686 0.29404 4.48663
C 3.82502 -4.38157 0.60154
C 5.08380 -3.63330 0.13516
C 4.19839 -5.38960 1.69739
C 3.26971 -5.15459 -0.59769
C -0.64568 0.09753 -1.23158
O -0.95406 0.76482 -0.12628
C -0.33893 0.71635 -2.46473
C 0.04882 -0.09124 -3.52431
C -0.46495 2.23183 -2.64023
C -0.18987 2.69076 -4.07593
C -1.90409 2.64743 -2.29930
C 0.53369 2.94402 -1.71706
H -0.20499 -2.65629 -6.68743
H -1.45655 -2.54814 -5.43650
H -0.67786 -1.08063 -6.03326
H 2.24225 -2.35182 -6.06603
H 1.81841 -0.70984 -5.58494
H 2.66262 -1.76780 -4.44932
H 1.11712 -4.27414 -5.27700
H 1.48958 -3.89478 -3.59132
H -0.18266 -4.22645 -4.08507
H -0.22168 -3.15111 -2.13917
H 1.09533 -3.98823 0.00418
H 4.19099 -2.59938 2.57121
H 5.01581 -0.66521 3.10710
H 4.04285 0.74906 2.69322
H 4.65856 0.54931 4.34222
H 4.04221 -2.46541 4.66747
H 3.63036 -1.24073 5.87356
H 2.37639 -2.30559 5.23821
H 1.84102 1.12872 3.80973
H 1.05733 -0.17698 4.73124
H 2.41901 0.68696 5.41722
H 5.58464 -3.13529 0.96452
H 5.79344 -4.32831 -0.31903
H 4.81811 -2.87684 -0.60458
H 4.64385 -4.89140 2.55841
H 3.30929 -5.92102 2.03849
H 4.91499 -6.11950 1.31359
H 2.93154 -4.47089 -1.37772
H 4.05076 -5.79010 -1.01799
H 2.43702 -5.79422 -0.30319
H 0.30414 0.38324 -4.46063
H -0.86666 2.20468 -4.78042
H -0.35856 3.76639 -4.14448
H 0.84218 2.49626 -4.37161
H -2.61379 2.08583 -2.91097
H -2.12628 2.45649 -1.25328
H -2.04447 3.71353 -2.49122
H 1.55227 2.63295 -1.95493
H 0.46101 4.02680 -1.83808
H 0.33606 2.69688 -0.67633
Te -1.16923 1.64937 4.06799
Te -2.36042 3.67063 5.32610
Te -1.12941 -0.49915 7.30513
Te -2.45169 -0.49565 4.96321
C -5.36403 4.03131 -1.53940
C -5.07088 2.84520 -0.63834
O -4.17899 3.25400 0.38561
P -3.18323 2.13658 1.14203
O -1.98410 3.20790 1.41533
C -2.13723 4.63838 1.52121
C -1.59706 5.35280 0.29934
O -3.90955 2.19563 2.59383
C -5.25991 1.79732 2.82087
C -6.16429 3.00963 2.94871
H -6.01174 3.72696 -2.36193
H -4.43510 4.43061 -1.94696
H -5.85705 4.81830 -0.96940
H -4.64041 2.02235 -1.22092
H -6.00874 2.48860 -0.19420
H -1.58498 4.93414 2.41357
H -3.18512 4.87766 1.68473
H -0.57333 5.03704 0.09763
H -1.60904 6.42702 0.48410
H -2.20804 5.13485 -0.57694
H -5.25118 1.24318 3.76242
H -5.60058 1.12754 2.02078
H -5.77068 3.66474 3.72480
H -7.17081 2.68812 3.21846
H -6.19460 3.55908 2.00731
```

Kohn-Sham gap: 5.139 eV
HOMO energy: -3.25 eV
total charge: -1
LUMO: 0.069 Eh

***

(2)
Below is a single C4H10S2 molecule in a non-equilibrium geometry, with properties calculated with ωB97M-V with the def2-TZVPD basis set.

Structure (XYZ):
```
16
Properties=species:S:1:pos:R:3
C 1.37735 -0.36331 -1.58718
C 0.38872 -0.73191 -0.44797
C -1.02057 -0.16676 -0.78643
S -1.23015 1.62756 -0.60680
S -0.05605 2.05713 0.97155
C -0.44442 0.62090 2.26776
H 1.03654 -0.96104 -2.52464
H 2.43694 -0.52414 -1.39612
H 1.13105 0.65147 -1.76284
H 0.87122 -0.50025 0.56099
H 0.19668 -1.82873 -0.32999
H -1.63942 -0.52517 -0.06011
H -1.36536 -0.39613 -1.83124
H 0.41613 0.74825 2.95694
H -0.54142 -0.46163 1.98048
H -1.55725 0.75377 2.59562
```

relative energy (zero: lowest compared OMol25 entry of this formula, charge and spin): 1.625 eV
Kohn-Sham gap: 8.817 eV
HOMO energy: -8.08 eV
total charge: 0
LUMO: 0.027 Eh
structure (SMILES): CCCSSC

***

(3)
Below is 2 unconnected molecules or ions with the total composition C9H9N3O2 in a non-equilibrium geometry, with properties calculated with ωB97M-V with the def2-TZVPD basis set.

Structure (XYZ):
```
23
Properties=species:S:1:pos:R:3
O -2.99500 -2.05953 0.40081
C -2.25834 -1.15357 0.10286
C -0.97494 -1.32135 -0.72709
C -0.09418 -0.43497 -1.02761
N -0.50666 0.90790 -0.74307
C -1.60628 1.24091 -0.02923
O -2.03196 2.42005 0.06523
N -2.38634 0.16798 0.45172
H -0.89183 -2.38943 -0.70817
H 1.07974 -0.67984 -1.12610
H 0.11725 1.76952 -0.50053
H -3.35285 0.43180 0.84729
C 2.55660 -0.39034 -1.08789
C 2.77094 -1.23078 -0.01581
C 2.46340 -0.76897 1.27614
N 1.76360 0.38542 1.53880
C 1.71369 1.22512 0.57139
C 2.08682 0.93028 -0.73466
H 2.47956 -0.87509 -2.14088
H 2.85928 -2.28784 -0.27152
H 2.78498 -1.37958 2.06922
H 1.13380 2.07720 0.90193
H 1.96537 1.64201 -1.50040
```

relative energy (zero: lowest compared OMol25 entry of this formula, charge and spin): 5.067 eV
Kohn-Sham gap: 8.920 eV
HOMO energy: -9.36 eV
total charge: 0
LUMO: -0.016 Eh
structure (SMILES): O=c1cc[nH]c(=O)[nH]1.c1ccncc1

***

(4)
Below is 5 unconnected molecules or ions with the total composition C68H56N2O10S2Si in a non-equilibrium geometry, with properties calculated with ωB97M-V with the def2-TZVPD basis set.

Structure (XYZ):
```
139
Properties=species:S:1:pos:R:3
C -0.51199 0.79478 0.29836
N -1.13979 1.40689 -0.90254
C -2.58939 1.51659 -0.78050
C -0.76984 0.65947 -2.08672
O -1.14649 -0.45761 -2.24896
C 0.14110 1.37282 -3.01073
Si 0.51337 0.51150 -4.66547
C -0.88938 -0.51154 -5.39721
C -2.01728 0.33330 -6.01520
C -2.39459 1.51976 -5.15420
S -4.08683 2.04985 -5.65494
C -4.11494 3.84455 -5.58743
S -4.43437 4.63976 -6.95361
N -3.98677 4.55240 -4.37921
C -5.20395 4.52340 -3.57994
C -5.02258 5.53220 -2.42137
O -3.69754 5.99706 -2.35547
C -2.83589 4.89755 -2.24940
C -2.83475 4.13086 -3.59400
H -0.01985 1.57687 0.86151
H -1.28129 0.36735 0.92907
H 0.20423 0.03679 0.00860
H -3.08612 0.54661 -0.72333
H -2.78465 2.00598 0.16642
H -3.04286 2.15060 -1.53020
H -0.17733 2.39412 -3.16540
H 1.08320 1.46251 -2.46955
H 0.77970 1.60046 -5.63998
H 1.76213 -0.28251 -4.61963
H -0.44587 -1.05934 -6.22647
H -1.28285 -1.26406 -4.73067
H -1.78422 0.62437 -7.02849
H -2.89326 -0.30562 -6.08563
H -1.73590 2.36287 -5.30222
H -2.45489 1.20800 -4.12166
H -6.03707 4.85711 -4.18020
H -5.40464 3.52296 -3.19269
H -5.64153 6.40811 -2.55432
H -5.28599 5.06776 -1.46574
H -3.22057 4.21329 -1.48541
H -1.84215 5.19981 -1.95523
H -1.93647 4.36831 -4.15185
H -2.89404 3.06810 -3.35283
O 3.82588 -6.83492 -1.11420
C 3.31231 -5.79679 -0.75360
C 3.60361 -5.22567 0.59232
C 4.49545 -5.88303 1.43018
C 4.80768 -5.34358 2.66643
C 4.23017 -4.14497 3.07229
C 3.32854 -3.49281 2.24840
C 3.00774 -4.03131 1.00858
C 2.02865 -3.32518 0.13920
O 1.47111 -2.31314 0.52046
C 1.75564 -3.88300 -1.21243
C 0.87355 -3.21440 -2.04927
C 0.62551 -3.69842 -3.32156
C 1.26161 -4.85507 -3.76271
C 2.13441 -5.53263 -2.92697
C 2.38191 -5.05260 -1.64731
H 4.94820 -6.81088 1.10856
H 5.50807 -5.85391 3.31408
H 4.48508 -3.71989 4.03420
H 2.87527 -2.56238 2.56206
H 0.38457 -2.31307 -1.70498
H -0.06080 -3.17320 -3.97272
H 1.07366 -5.22868 -4.76082
H 2.62742 -6.43346 -3.26579
O -2.56919 5.84463 6.16930
C -2.26977 5.85447 4.99350
C -3.29841 6.09698 3.94352
C -4.61324 6.33679 4.32204
C -5.57220 6.59798 3.35844
C -5.22285 6.62254 2.01167
C -3.91745 6.36988 1.62705
C -2.95242 6.10095 2.59079
C -1.55762 5.81376 2.15862
O -1.27837 5.76537 0.97871
C -0.52398 5.59231 3.20668
C 0.79096 5.35743 2.82556
C 1.76766 5.17842 3.78981
C 1.43516 5.23343 5.13965
C 0.12421 5.45503 5.52459
C -0.86106 5.63089 4.56149
H -4.88003 6.32187 5.36982
H -6.59525 6.78829 3.65547
H -5.97248 6.83887 1.26158
H -3.64252 6.38481 0.57974
H 1.04553 5.31983 1.77521
H 2.79234 4.99901 3.49155
H 2.20198 5.10135 5.89166
H -0.13833 5.49485 6.57282
O 10.45977 -0.02593 0.21414
C 10.02580 -1.14180 0.41234
C 8.61864 -1.48784 0.06761
C 7.80324 -0.52183 -0.50852
C 6.50286 -0.83787 -0.86318
C 6.01245 -2.12154 -0.64728
C 6.81662 -3.08430 -0.06210
C 8.11860 -2.77046 0.30333
C 8.96144 -3.81318 0.95122
O 8.50869 -4.91060 1.20604
C 10.37477 -3.47401 1.27595
C 11.19008 -4.44212 1.84831
C 12.51370 -4.15169 2.13006
C 13.02956 -2.89239 1.84102
C 12.21842 -1.92026 1.28185
C 10.88805 -2.20440 1.00100
H 8.19058 0.47330 -0.67874
H 5.86894 -0.08466 -1.31285
H 4.99800 -2.36901 -0.93512
H 6.43447 -4.08203 0.11045
H 10.78617 -5.42094 2.06745
H 13.14834 -4.90811 2.57293
H 14.06689 -2.67037 2.05472
H 12.61511 -0.93928 1.05914
O -5.44495 -5.02342 3.31307
C -5.82913 -4.07293 2.66340
C -7.25474 -3.64186 2.70994
C -8.14452 -4.32817 3.52654
C -9.46424 -3.91889 3.60723
C -9.90180 -2.82089 2.87345
C -9.02299 -2.14239 2.04705
C -7.69872 -2.55219 1.95765
C -6.77055 -1.82161 1.05014
O -7.16844 -0.90668 0.35819
C -5.34216 -2.23998 1.01916
C -4.45173 -1.55107 0.20697
C -3.10963 -1.90340 0.18324
C -2.65947 -2.95119 0.98120
C -3.54439 -3.65070 1.78390
C -4.88877 -3.30221 1.80400
H -7.79911 -5.17821 4.09869
H -10.15523 -4.45275 4.24649
H -10.93160 -2.49641 2.94644
H -9.36013 -1.29186 1.47068
H -4.80473 -0.73467 -0.40853
H -2.43355 -1.34898 -0.45053
H -1.61047 -3.22176 0.97247
H -3.19379 -4.46723 2.40017
```

Kohn-Sham gap: 7.128 eV
HOMO energy: -8.31 eV
total charge: 0
LUMO: -0.043 Eh
structure (SMILES): CN(C)C(=O)C[SiH2]CCCSC(=S)N1CCOCC1.O=C1c2ccccc2C(=O)c2ccccc21.O=C1c2ccccc2C(=O)c2ccccc21.O=C1c2ccccc2C(=O)c2ccccc21.O=C1c2ccccc2C(=O)c2ccccc21

***

(5)
Below is a molecular structure, C17H32N3O7PRhTe in a non-equilibrium geometry, with properties calculated with ωB97M-V with the def2-TZVPD basis set.

Structure (XYZ):
```
62
Properties=species:S:1:pos:R:3
Rh -0.40600 0.13916 -0.18915
N -0.81942 2.01326 1.39809
C -0.73243 3.28836 0.71000
C -1.63099 3.28998 -0.53026
C -0.93783 2.67954 -1.78486
O -0.72500 3.42864 -2.73475
O -0.68844 1.43836 -1.78887
H -1.74757 1.85975 1.78503
H -0.13540 1.91427 2.14961
H 0.31003 3.44171 0.40942
H -1.02117 4.12773 1.37243
H -1.90445 4.31528 -0.79044
H -2.53668 2.71042 -0.32589
C 1.06948 -4.04415 -0.98625
C 0.69699 -2.65849 -0.53367
N 0.42681 -1.69151 -1.40235
O 0.66662 -1.94085 -2.76868
C 0.59943 -2.31061 0.82521
C 0.61302 -3.31254 1.94161
N 0.45663 -0.99852 1.13247
O 0.42135 -0.61968 2.40307
H 1.41725 -3.99021 -2.01652
H 0.19291 -4.69543 -0.95929
H 1.84538 -4.46979 -0.35275
H 0.53008 -1.06479 -3.15577
H 0.19768 -4.26493 1.61778
H 0.01455 -2.90880 2.75618
H 1.62384 -3.46789 2.32163
C -5.67568 -0.08772 -0.56720
C -4.85281 -1.14574 0.18129
C -5.29771 -1.20257 1.64930
C -5.04622 -2.51701 -0.48003
C -3.43963 -0.76885 0.11325
C -2.27111 -0.45445 0.03902
H -6.73578 -0.34374 -0.55188
H -5.34470 -0.01705 -1.60168
H -5.54443 0.88827 -0.10274
H -6.34394 -1.50252 1.72299
H -5.18286 -0.22481 2.11410
H -4.68946 -1.91587 2.20212
H -6.09426 -2.81768 -0.43858
H -4.44570 -3.27013 0.02689
H -4.73392 -2.47853 -1.52181
C 4.10920 -1.57448 -1.00297
C 4.57865 -0.14636 -0.78940
O 4.16231 0.33068 0.47675
P 2.73909 1.12945 0.62120
O 1.78474 0.75457 -0.43827
Te 2.38833 1.03118 2.97236
O 3.14110 2.65585 0.20699
C 4.31555 3.28677 0.64554
C 4.84363 4.11801 -0.51481
H 4.48480 -1.96238 -1.94597
H 3.02336 -1.58692 -1.01490
H 4.45804 -2.20899 -0.19066
H 4.18749 0.50231 -1.57876
H 5.67514 -0.08605 -0.78538
H 5.04995 2.53383 0.95466
H 4.08584 3.92205 1.51176
H 5.10215 3.46120 -1.34211
H 5.71360 4.69767 -0.22313
H 4.05856 4.79179 -0.85096
```

relative energy (zero: lowest compared OMol25 entry of this formula, charge and spin): 2.977 eV
Kohn-Sham gap (alpha / beta): 5.511 / 5.449 eV
HOMO energy (alpha / beta): -3.31 / -3.26 eV
total charge: -1
LUMO (alpha / beta): 0.081 / 0.081 Eh

***

(6)
Below is a single C22H26ClNO5 molecule, with properties calculated with ωB97M-V with the def2-TZVPD basis set.

Structure (XYZ):
```
55
Properties=species:S:1:pos:R:3
C 4.16117 0.18274 -2.24115
C 3.18913 0.07364 -3.41087
O 2.32736 1.19235 -3.49969
C 1.29038 1.31551 -2.63052
C 0.58625 2.52066 -2.69956
C -0.50244 2.74561 -1.88698
C -0.92981 1.77898 -0.98160
C -2.17415 2.02743 -0.15789
C -3.41603 1.56269 -0.96230
C -3.30240 0.09465 -1.27285
O -3.18775 -0.78227 -0.45185
O -3.32533 -0.15081 -2.58053
N -2.15418 1.37546 1.12768
C -2.27811 2.05148 2.29083
O -2.28187 3.26385 2.35573
C -2.37944 1.15370 3.51342
C -1.04782 1.11225 4.26874
C 0.10688 0.64886 3.38336
O -0.24957 -0.58153 2.78510
C 0.63969 -1.19051 1.95639
C 1.93812 -0.74918 1.73420
C 2.77803 -1.43424 0.87138
C 2.30858 -2.55413 0.21454
Cl 3.33960 -3.39644 -0.89713
C 1.01680 -3.00959 0.43010
C 0.17296 -2.34493 1.30102
C -1.22718 -2.81932 1.53438
C -0.22904 0.58578 -0.91519
C 0.87255 0.35066 -1.72064
H 4.79422 1.05804 -2.36370
H 3.61591 0.27877 -1.30540
H 4.78483 -0.70571 -2.19895
H 3.73775 0.07810 -4.35675
H 2.61353 -0.85761 -3.35117
H 0.91743 3.26557 -3.40559
H -1.03097 3.68541 -1.95220
H -2.27057 3.10034 0.04710
H -4.31005 1.72923 -0.35844
H -3.49051 2.11957 -1.89468
H -3.22620 -1.09956 -2.76181
H -2.22418 0.36821 1.12459
H -2.66510 0.14393 3.22131
H -3.14288 1.56724 4.17371
H -0.80831 2.10867 4.64149
H -1.14420 0.43390 5.11809
H 1.00885 0.52909 3.99885
H 0.30740 1.39586 2.60330
H 2.31445 0.13206 2.22723
H 3.78939 -1.09374 0.71674
H 0.66560 -3.88987 -0.08611
H -1.33140 -3.86307 1.25101
H -1.49264 -2.70039 2.58200
H -1.93091 -2.23300 0.94275
H -0.52941 -0.18839 -0.22758
H 1.38274 -0.59396 -1.62405
```

relative energy (zero: lowest compared OMol25 entry of this formula, charge and spin): 0.000 eV
Kohn-Sham gap: 8.944 eV
HOMO energy: -8.38 eV
total charge: 0
LUMO: 0.021 Eh
structure (SMILES): CCOc1ccc([C@@H](CC(=O)O)NC(=O)CCCOc2ccc(Cl)cc2C)cc1

***

(7)
Below is 2 unconnected molecules or ions with the total composition CH4N3O2 in a non-equilibrium geometry, with properties calculated with ωB97M-V with the def2-TZVPD basis set.

Structure (XYZ):
```
10
Properties=species:S:1:pos:R:3
C -0.13901 0.08893 1.78621
N -0.71199 0.97589 -1.03125
N 0.60310 -0.97701 -0.80115
N -0.68031 -0.26480 -0.38143
O 0.90739 0.70402 1.92557
O -0.99446 -0.59204 2.31221
H -1.25970 1.01125 -1.91199
H 0.16590 1.46768 -1.27298
H 0.66980 -1.93089 -0.28081
H 1.43929 -0.48303 -0.34439
```

relative energy (zero: lowest compared OMol25 entry of this formula, charge and spin): 1.544 eV
Kohn-Sham gap: 6.425 eV
HOMO energy: -2.11 eV
total charge: -1
LUMO: 0.159 Eh